ORCA calculation (ωB97M-V with the def2-TZVPD basis set) on C30H55F5InN2O10P3S3Te as an isolated structure.

XYZ file:
```
110
Properties=species:S:1:pos:R:3
In 1.023 0.052 0.608
C -5.266 -1.655 -0.858
C -4.156 -2.670 -1.095
C -4.422 -3.982 -0.378
O -2.847 -2.229 -0.674
P -2.237 -0.845 -0.236
O -0.803 -1.121 -0.028
C -3.139 -0.277 1.235
P -2.057 0.529 2.467
O -0.642 0.148 2.437
O -2.779 0.231 3.855
C -3.057 -1.078 4.397
C -3.406 -0.875 5.861
C -1.899 -2.047 4.218
O -2.276 2.088 2.340
C -3.470 2.769 2.792
C -3.050 3.763 3.860
C -4.151 3.458 1.618
O -2.662 0.253 -1.296
C -2.406 0.075 -2.723
C -3.593 0.682 -3.454
C -1.112 0.754 -3.130
H -6.138 -1.943 -1.444
H -4.952 -0.661 -1.173
H -5.556 -1.623 0.193
H -4.067 -2.860 -2.168
H -4.485 -3.826 0.700
H -3.605 -4.673 -0.579
H -5.355 -4.420 -0.728
H -3.556 -1.167 1.708
H -3.951 0.391 0.953
H -3.943 -1.470 3.881
H -2.524 -0.557 6.416
H -3.775 -1.809 6.282
H -4.178 -0.114 5.965
H -1.015 -1.678 4.737
H -1.642 -2.159 3.165
H -2.174 -3.018 4.628
H -4.148 2.032 3.228
H -2.332 4.468 3.440
H -2.576 3.236 4.687
H -3.917 4.309 4.230
H -3.571 4.324 1.297
H -5.137 3.806 1.922
H -4.277 2.767 0.781
H -2.330 -0.998 -2.927
H -3.760 1.699 -3.098
H -4.501 0.101 -3.295
H -3.387 0.713 -4.523
H -1.178 1.830 -2.972
H -0.931 0.567 -4.187
H -0.277 0.349 -2.561
S 4.309 -1.113 3.482
C 3.940 -2.555 2.647
C 2.866 -2.423 1.814
C 2.322 -1.123 1.858
C 2.998 -0.288 2.706
C 2.665 1.103 2.952
C 3.289 1.858 3.949
C 2.834 3.129 4.223
C 1.743 3.623 3.517
C 1.211 2.842 2.515
N 1.671 1.632 2.220
H 4.548 -3.429 2.816
H 2.487 -3.217 1.187
H 4.122 1.428 4.486
H 3.318 3.735 4.977
H 1.330 4.598 3.729
H 0.386 3.195 1.909
F 4.663 -0.088 0.508
Te 3.619 1.433 -0.305
F 5.349 2.128 0.043
F 3.300 3.277 0.676
F 4.524 0.657 -1.831
F 3.577 2.802 -1.761
O 1.902 -0.366 -1.277
C 5.954 -3.347 -3.383
C 5.034 -3.468 -2.180
C 5.080 -2.244 -1.296
O 3.672 -3.748 -2.582
P 2.522 -2.887 -3.227
S 1.188 -4.114 -3.936
S 1.298 -1.770 -1.915
O 3.333 -1.965 -4.251
C 2.848 -0.903 -5.114
C 1.382 -1.043 -5.498
C 3.121 0.436 -4.451
H 6.987 -3.353 -3.035
H 5.774 -2.418 -3.920
H 5.805 -4.185 -4.064
H 5.305 -4.364 -1.616
H 4.625 -1.411 -1.827
H 6.105 -1.969 -1.053
H 4.535 -2.405 -0.369
H 3.466 -1.003 -6.011
H 0.756 -0.981 -4.611
H 1.200 -2.004 -5.972
H 1.118 -0.239 -6.187
H 2.594 0.499 -3.500
H 2.788 1.248 -5.099
H 4.181 0.565 -4.244
C 0.803 3.185 -1.262
C -0.427 2.720 -0.588
N -1.501 3.517 -0.677
O -0.539 1.641 0.028
H 0.635 4.033 -1.921
H 1.256 2.366 -1.823
H 1.555 3.471 -0.514
H -1.437 4.420 -1.112
H -2.344 3.246 -0.202
```

Output
Relative energy (zero: lowest compared OMol25 entry of this formula, charge and spin): 119.4 kJ/mol
HOMO energy: -7.35 eV
Total charge: 0
Molar mass: 1130.3 g mol⁻¹
HOMO-LUMO gap: 7.013 eV



ORCA calculation (ωB97M-V with the def2-TZVPD basis set) on a 3-piece molecular cluster, C30H55FN3O12P2S3 overall.

XYZ file:
```
106
Properties=species:S:1:pos:R:3
C -3.016 2.096 -1.082
C -2.404 1.034 -1.618
C -2.119 -0.237 -0.836
O -2.994 -0.228 0.283
C -3.021 -1.392 1.077
C -3.836 -2.533 0.395
C -4.849 -2.051 -0.667
N -4.436 -2.247 -2.056
C -3.874 -1.010 2.316
C -3.533 0.225 3.135
O -3.817 1.464 2.491
C -5.136 1.754 2.347
O -5.995 1.077 2.834
C -5.370 3.003 1.545
C -4.589 4.213 2.072
C -1.561 -1.735 1.559
P -1.585 -3.240 2.682
S 0.068 -4.103 3.230
N -0.475 -1.675 0.507
C 0.947 -1.660 1.116
C 1.230 -1.013 2.478
N 2.185 0.097 2.290
C 2.326 0.938 3.501
C 2.345 2.442 3.154
C 3.491 -0.409 1.897
C 4.192 -1.426 2.769
O 3.980 -0.009 0.873
P -0.379 -3.360 -0.460
S -1.468 -3.722 -1.961
C -0.639 -0.422 -0.403
C -0.094 0.869 0.230
C -0.705 1.443 1.507
F -0.752 2.826 1.345
S 0.318 -0.581 -2.030
C 1.076 0.970 -2.402
O -0.601 -0.842 -3.101
O 1.394 -1.537 -1.879
H -3.793 2.613 -1.638
H -2.761 2.522 -0.115
H -2.056 1.031 -2.645
H -2.413 -1.029 -1.532
H -3.226 -3.355 0.024
H -4.456 -2.993 1.169
H -5.111 -1.004 -0.496
H -5.768 -2.615 -0.508
H -5.128 -2.749 -2.592
H -4.237 -1.376 -2.527
H -4.874 -0.861 1.906
H -3.967 -1.855 2.996
H -4.100 0.179 4.066
H -2.485 0.282 3.439
H -5.144 2.820 0.493
H -6.438 3.200 1.620
H -5.037 4.590 2.991
H -3.556 3.939 2.287
H -4.586 5.017 1.339
H -1.396 -0.926 2.271
H -2.278 -2.713 3.773
H -2.475 -4.141 2.084
H 1.302 -2.686 1.177
H 1.589 -1.195 0.375
H 1.654 -1.778 3.134
H 0.388 -0.608 3.033
H 1.515 0.743 4.205
H 3.248 0.714 4.043
H 3.210 2.926 3.606
H 1.479 2.947 3.584
H 2.363 2.587 2.076
H 3.891 -2.423 2.434
H 3.958 -1.333 3.827
H 5.260 -1.355 2.586
H -0.577 -4.187 0.648
H 0.989 -3.397 -0.693
H -0.246 1.680 -0.476
H 0.989 0.819 0.358
H -1.731 1.129 1.656
H -0.087 1.282 2.386
H 1.842 1.164 -1.656
H 1.579 0.767 -3.345
H 0.357 1.778 -2.468
C 2.138 -4.244 -3.375
C 3.612 -3.961 -3.263
C 4.367 -3.907 -4.577
O 5.674 -4.340 -4.195
C 5.554 -5.122 -3.093
O 6.420 -5.785 -2.631
O 4.294 -5.033 -2.592
H 1.661 -3.549 -4.067
H 1.962 -5.266 -3.713
H 1.659 -4.133 -2.408
H 3.781 -3.047 -2.685
H 4.415 -2.911 -5.011
H 3.964 -4.606 -5.314
C 4.728 6.369 -2.438
C 3.419 5.634 -2.327
C 3.462 4.357 -1.508
O 2.440 3.563 -2.132
C 2.317 3.984 -3.419
O 1.688 3.398 -4.242
O 2.995 5.124 -3.612
H 5.151 6.541 -1.448
H 5.436 5.795 -3.036
H 4.591 7.333 -2.924
H 2.631 6.298 -1.962
H 3.231 4.507 -0.457
H 4.417 3.835 -1.602
```

Output
HOMO energy: -11.75 eV
Total charge: +1
Molar mass: 826.9 g mol⁻¹
HOMO-LUMO gap: 8.872 eV